The following is a quantum chemistry calculation of a molecular structure, C36H28Br2I2N4O4Tm, from OMol25.

- charge = +1
- gap between HOMO and LUMO (spin up / spin down) (Eh) = 0.2325 / 0.2325
- ⟨S²⟩ = 2.002
- spin multiplicity = 3

Last column: Mulliken spin population.
Atoms and positions in Å:
Tm (1.27671, 0.58069, 1.10175)  2.018
I (-3.03093, 2.41749, 7.40668)  0.000
C (-1.51036, 2.05113, 5.94018)  0.000
C (-0.47731, 1.14155, 6.17360)  0.000
C (0.54322, 0.94945, 5.24292)  -0.001
I (2.14591, -0.34126, 5.62016)  0.000
C (0.43709, 1.60836, 3.96883)  -0.001
O (1.39057, 1.45328, 3.03060)  -0.002
C (-0.69319, 2.38706, 3.69746)  0.000
C (-0.87064, 2.75742, 2.25093)  0.000
N (-1.02506, 1.53169, 1.37682)  -0.003
C (-2.12147, 0.68167, 1.59136)  -0.002
C (-1.76913, -0.81265, 1.53987)  0.001
C (-2.74164, -1.77526, 1.41074)  0.000
C (-2.28962, -3.06987, 1.42114)  0.000
C (-0.95049, -3.35633, 1.52524)  0.000
C (-0.06885, -2.34416, 1.73759)  0.000
N (-0.44086, -1.06952, 1.67747)  -0.002
C (-1.62976, 2.69985, 4.64172)  0.000
H (-0.54081, 0.54846, 7.19524)  0.000
H (0.04391, 3.26193, 1.85419)  -0.001
H (-1.69897, 3.47332, 2.18914)  0.000
H (-1.02214, 1.89261, 0.46576)  -0.001
H (-3.03647, 0.80278, 0.99893)  0.000
H (-2.57419, 0.89754, 2.54507)  0.000
H (-3.78392, -1.52651, 1.22369)  0.000
H (-3.07392, -3.81678, 1.43825)  0.000
H (-0.59472, -4.38326, 1.55865)  0.000
H (0.99209, -2.58699, 1.83353)  0.001
H (-2.43207, 3.38452, 4.32887)  0.000
Br (2.48603, -3.09784, -2.69717)  0.000
C (3.61756, -2.33466, -1.38901)  -0.002
C (4.97961, -2.76206, -1.48427)  0.000
C (5.88145, -2.36324, -0.53533)  0.000
Br (7.69782, -2.84359, -0.62259)  0.000
C (5.44401, -1.46668, 0.51716)  0.000
C (6.26564, -0.95275, 1.58237)  0.000
C (5.77492, -0.10956, 2.49663)  0.000
C (4.38972, 0.29459, 2.43046)  0.000
N (3.62799, -0.13966, 1.44180)  -0.002
C (4.11370, -0.99445, 0.54526)  -0.001
C (3.12968, -1.52339, -0.37032)  -0.001
O (1.83748, -1.19851, -0.14932)  0.003
H (5.25687, -3.46035, -2.23007)  0.000
H (7.28953, -1.22426, 1.61221)  0.000
H (6.37614, 0.41248, 3.20334)  0.000
H (3.91153, 0.92839, 3.17111)  0.000
C (-1.89709, -2.90383, -5.49342)  0.000
O (-1.54979, -2.19281, -4.34667)  0.000
C (-2.61018, -1.53488, -3.76478)  0.000
C (-3.91863, -1.41466, -4.19857)  0.000
C (-4.80033, -0.65964, -3.52437)  0.000
C (-4.44235, -0.01860, -2.34952)  0.000
C (-3.12403, -0.00924, -1.98948)  0.000
C (-2.20204, -0.76848, -2.67918)  0.000
N (-0.75265, -0.78296, -2.32564)  0.000
C (-0.03531, 0.25352, -2.05625)  0.000
C (-0.31940, 1.64675, -2.17009)  0.001
C (-1.02312, 2.25068, -3.26392)  0.000
C (-0.89637, 3.51061, -3.62944)  0.000
C (-0.07771, 4.34351, -2.81978)  0.000
C (0.57140, 3.88213, -1.73975)  0.000
C (0.57279, 2.49217, -1.45371)  -0.001
O (1.36694, 1.97592, -0.54444)  -0.004
H (-2.65625, -3.65127, -5.29200)  0.000
H (-0.93678, -3.33292, -5.82940)  0.000
H (-2.17686, -2.18528, -6.24263)  0.000
H (-4.25752, -1.98222, -5.08217)  0.000
H (-5.88965, -0.61684, -3.84494)  0.000
H (-5.20241, 0.54682, -1.82209)  0.000
H (-2.83303, 0.67512, -1.22496)  0.000
H (-0.35445, -1.66222, -2.56464)  0.000
H (0.92534, 0.04959, -1.53362)  0.000
H (-1.75477, 1.69313, -3.85743)  0.000
H (-1.51287, 3.87693, -4.49892)  0.000
H (0.05516, 5.39103, -3.18334)  0.000
H (1.19928, 4.52528, -1.18352)  0.000

***

The following is a quantum chemistry calculation of a molecular structure, C36H28Cl4N9O5S3W, from OMol25.

- charge = -1
- energy relative to the best compared isomer or geometry (same formula, charge and spin) (kcal per mole) = 5.29
- gap between HOMO and LUMO (spin up / spin down) (Eh) = 0.1989 / 0.2193
- ⟨S²⟩ = 2.042
- spin multiplicity = 3

Last column: Mulliken spin population.
Atoms and positions in Å:
W (-0.55594, 0.63815, -0.24975)  0.753
C (-2.24737, -1.31559, 5.05912)  -0.001
C (-3.51850, -0.90876, 4.32792)  0.000
N (-3.31859, 0.21826, 3.43363)  -0.003
C (-2.69962, 0.10168, 2.22634)  0.015
S (-2.74809, 1.42285, 1.15499)  -0.034
N (-2.11983, -1.04906, 1.98313)  0.011
N (-1.47633, -1.07548, 0.77518)  -0.030
C (-1.15661, -2.26697, 0.36682)  0.036
C (-1.36086, -3.47692, 1.20830)  -0.005
C (-0.67064, -2.33211, -1.01369)  0.043
C (-0.38221, -3.50784, -1.68974)  0.026
C (-0.11711, -3.44436, -3.05077)  -0.002
C (-0.20112, -2.22694, -3.69987)  0.017
C (-0.44698, -1.08204, -2.95554)  -0.006
N (-0.63512, -1.12797, -1.63833)  -0.011
H (-2.45573, -2.15074, 5.73092)  0.000
H (-1.87255, -0.48006, 5.65274)  0.000
H (-1.46961, -1.60591, 4.35605)  0.000
H (-4.26481, -0.59079, 5.05928)  0.000
H (-3.93603, -1.75684, 3.77472)  0.000
H (-3.94419, 1.00282, 3.49967)  -0.001
H (-0.60375, -3.46482, 1.99701)  0.004
H (-1.27538, -4.39504, 0.63670)  0.002
H (-2.33123, -3.43817, 1.70020)  0.003
H (-0.34469, -4.44848, -1.16423)  0.004
H (0.14741, -4.34393, -3.59043)  -0.001
H (-0.02799, -2.13440, -4.76171)  -0.002
H (-0.45604, -0.10487, -3.40454)  0.032
S (1.58608, -0.56600, 0.16726)  0.009
C (2.18225, -0.63070, -1.48150)  -0.106
N (2.88268, -1.61588, -1.98284)  0.321
N (3.08297, -2.69769, -1.16306)  0.046
C (3.29765, -3.92461, -1.75528)  -0.021
C (3.16046, -5.08810, -0.98813)  0.014
C (3.37901, -6.33117, -1.55317)  -0.010
C (3.73428, -6.45299, -2.89123)  0.022
C (3.86824, -5.29742, -3.65071)  -0.011
C (3.65295, -4.04311, -3.10403)  0.028
N (1.90821, 0.40292, -2.30828)  0.455
N (0.87517, 1.14921, -1.90126)  0.327
C (0.79037, 2.33745, -2.69150)  -0.018
C (1.81033, 3.27867, -2.56504)  0.028
C (1.77348, 4.45751, -3.28665)  -0.006
C (0.71537, 4.72029, -4.14928)  0.010
C (-0.29275, 3.78192, -4.29077)  0.000
C (-0.25415, 2.59346, -3.57160)  0.009
H (2.60000, -2.69187, -0.26877)  0.000
H (2.87719, -5.00432, 0.05493)  0.000
H (3.26557, -7.21710, -0.93997)  -0.001
H (3.90553, -7.42654, -3.33048)  0.002
H (4.14457, -5.37050, -4.69603)  0.000
H (3.74454, -3.14574, -3.69602)  0.007
H (2.61313, 3.07334, -1.86926)  -0.008
H (2.56569, 5.18455, -3.15965)  0.000
H (0.67828, 5.65014, -4.70089)  0.001
H (-1.12549, 3.96987, -4.95682)  0.000
H (-1.05159, 1.87457, -3.69557)  0.003
Cl (-3.15020, 6.77339, -1.69582)  0.001
C (-2.86332, 5.06894, -1.64004)  0.009
C (-3.75454, 4.19496, -2.25459)  -0.004
Cl (-5.16530, 4.80171, -3.05033)  0.000
C (-3.51103, 2.82132, -2.23962)  0.013
Cl (-4.54609, 1.69714, -3.04528)  0.002
C (-2.38687, 2.33789, -1.59483)  0.030
O (-2.02011, 1.05723, -1.58004)  -0.028
C (-1.52486, 3.21532, -0.93081)  0.020
O (-0.49200, 2.62597, -0.32854)  -0.029
C (-1.73284, 4.58140, -0.97829)  -0.010
Cl (-0.56394, 5.63298, -0.28646)  0.000
O (0.48837, -0.89800, 2.74943)  0.013
C (0.48022, 0.31741, 2.80886)  0.006
N (0.14990, 1.18798, 1.79365)  0.030
S (0.48483, 2.78564, 2.22014)  -0.007
O (-0.68939, 3.60466, 2.26492)  0.002
O (1.64943, 3.24910, 1.52517)  0.005
C (0.92129, 2.39641, 3.87691)  -0.001
C (1.25908, 3.27553, 4.88906)  0.000
C (1.55347, 2.72168, 6.12686)  0.001
C (1.50883, 1.34012, 6.32651)  0.000
C (1.16957, 0.48224, 5.29146)  0.001
C (0.87212, 1.04162, 4.05987)  -0.003
H (1.28810, 4.34281, 4.72165)  0.000
H (1.82136, 3.37109, 6.94999)  0.000
H (1.74290, 0.93901, 7.30395)  0.000
H (1.13046, -0.59135, 5.41773)  0.000